Record 1
The following is a quantum chemistry calculation of a molecular structure, C10H13N5O3 at a distorted geometry, from the OMol25 dataset.

Computed properties:
total charge = 0
total energy = -24165.583 eV
relative energy (zero: lowest compared OMol25 entry of this formula, charge and spin) = 233.1 kJ/mol

Atoms and positions in Å:
C  2.1140  -2.2255  0.6084
C  0.6343  -2.1478  0.6002
N  -0.0493  -1.0522  0.5408
C  -1.4975  -1.2352  0.5950
C  -1.6539  -2.7686  0.6417
C  -0.2330  -3.3637  0.6941
H  2.3987  -3.2793  0.5674
H  2.5514  -1.7051  -0.2531
H  2.5353  -1.7887  1.5244
H  -1.9238  -0.7669  1.4921
H  -2.0093  -0.8137  -0.2774
H  -2.2299  -3.0625  1.5209
H  -2.1674  -3.1129  -0.2590
H  -0.0306  -4.0444  -0.1420
H  -0.0363  -3.9028  1.6301
C  0.8590  1.9230  -3.5947
O  0.3079  3.0133  -2.8060
C  0.0749  2.7149  -1.5317
N  -0.2937  3.7450  -0.7548
C  -0.5314  3.4165  0.5092
N  -0.6712  4.2610  1.5820
O  -0.6288  3.4425  2.6930
N  -0.4517  2.0351  2.2936
O  -0.3741  1.1833  3.1630
C  -0.4458  2.0266  0.9285
C  0.0790  1.0799  0.0769
N  0.2520  1.4287  -1.1743
H  0.7157  2.2384  -4.6259
H  1.9247  1.8128  -3.3732
H  0.3396  0.9832  -3.3849
H  0.4409  -0.0350  0.5157

Here are the Mulliken charges for atoms 1 to 8, given in e: atom 1 (C): -1.425, atom 2 (C): 0.758, atom 3 (N): 0.133, atom 4 (C): -0.575, atom 5 (C): -0.601, atom 6 (C): -0.546, atom 7 (H): 0.392, atom 8 (H): 0.334

Record 2
The following is a quantum chemistry calculation of a molecular structure, C15H46F3O13Y at a distorted geometry, from the OMol25 dataset.

Computed properties:
total charge = +1
total energy = -52101.022 eV
multiplicity = 2
<S²> = 0.755

Atoms and positions in Å:
Y  -1.1579  -0.4284  -2.4075
O  -1.8286  -1.1807  -0.2189
C  -0.7810  -0.9311  0.7352
C  0.4585  0.0246  0.2706
O  0.6585  0.4188  -1.0729
H  -0.4903  -1.9263  1.0716
H  -1.3805  -0.5083  1.5414
H  1.3119  -0.5145  0.6818
H  0.4755  0.9583  0.8326
C  0.5213  -2.5721  -3.9014
O  0.4920  -1.1316  -3.9647
O  -0.3528  -2.6983  -2.8139
C  0.2022  -3.2185  -5.3757
F  1.0040  -2.9590  -6.3957
F  0.3848  -4.5881  -5.0859
F  -1.0771  -3.0744  -5.7594
C  1.6226  -0.4573  -4.5859
C  1.5605  1.1048  -4.5639
H  0.7242  1.4670  -5.1618
H  1.2348  1.4177  -3.5718
H  2.5210  1.6153  -4.6342
H  1.6019  -0.7070  -5.6467
H  2.5742  -0.8611  -4.2400
H  1.5799  -2.7096  -3.6813
C  0.9282  3.8897  -2.3348
O  1.2848  3.3401  -1.0836
H  -0.1286  3.7188  -2.5399
H  1.1107  4.9621  -2.2660
H  1.6060  3.6760  -3.1612
H  1.0285  2.4151  -1.0677
C  -0.5887  3.1786  2.2663
O  -0.3284  4.1835  3.2358
H  -0.4139  2.2442  2.7998
H  -1.5341  3.3757  1.7610
H  0.0711  3.2500  1.4016
H  -0.1240  5.0412  2.8561
C  4.2785  1.6738  -0.9438
O  3.6218  0.4054  -1.1636
H  5.3348  1.4157  -0.8684
H  4.2158  2.3662  -1.7833
H  3.9130  2.1030  -0.0109
H  2.6679  0.5129  -1.1796
C  -1.3334  -0.8390  4.9022
O  -2.7366  -0.7527  4.5899
H  -0.7180  -0.9083  4.0052
H  -1.1181  0.0656  5.4710
H  -1.0519  -1.6971  5.5125
H  -3.2315  -0.8020  5.4110
C  2.3748  2.0062  3.3911
O  1.6703  2.2971  4.6242
H  2.4305  0.9227  3.2864
H  1.9101  2.5190  2.5490
H  3.4058  2.3441  3.2860
H  0.7754  2.6047  4.4627
C  -4.6608  0.6763  2.0527
O  -5.2603  -0.0730  0.9716
H  -4.3565  1.6574  1.6882
H  -5.2940  0.7380  2.9378
H  -3.7307  0.2102  2.3780
H  -6.0203  0.4619  0.7310
C  -2.4183  2.4496  -0.6913
O  -2.2808  1.8393  -1.9198
H  -1.5577  3.1104  -0.5875
H  -3.2505  3.1395  -0.5517
H  -2.4542  1.6452  0.0434
H  -2.7011  2.3508  -2.6150
C  -1.6289  -5.2239  1.2720
O  -2.9310  -5.3429  0.7206
H  -0.9698  -6.0112  0.9062
H  -1.1833  -4.2767  0.9681
H  -1.6919  -5.2600  2.3596
H  -3.2738  -6.1786  1.0458
C  2.3288  -3.8192  1.1779
O  2.2640  -3.5742  2.5994
H  3.2673  -4.2994  0.9009
H  1.7222  -4.6419  0.7993
H  2.2481  -2.9156  0.5737
H  2.6531  -2.7150  2.7780

Here are the Mulliken charges for atoms 1 to 8, given in e: atom 1 (Y): 1.379, atom 2 (O): -0.546, atom 3 (C): 0.362, atom 4 (C): 0.183, atom 5 (O): 0.047, atom 6 (H): 0.148, atom 7 (H): -0.076, atom 8 (H): 0.273

Record 3
The following is a quantum chemistry calculation of a molecular structure, C41H37NPRbS2 at a distorted geometry, from the OMol25 dataset.

Computed properties:
total charge = -2
total energy = -76217.458 eV
relative energy (zero: lowest compared OMol25 entry of this formula, charge and spin) = 204.4 kJ/mol

Atoms and positions in Å:
Rb  0.0716  0.9627  1.0428
C  1.1081  -5.4380  1.4975
C  1.6128  -4.8045  2.7806
C  3.0378  -4.2325  2.6656
C  0.6166  -3.8454  3.3913
C  -0.7426  -3.9088  2.9837
C  -1.6381  -2.9742  3.5174
C  -1.2476  -1.7273  4.0623
C  -2.2770  -0.7587  4.4503
C  0.1095  -1.6706  4.3858
C  0.9924  -2.7468  4.1537
H  1.9867  -6.0027  1.0501
H  0.8151  -4.6853  0.7527
H  0.3324  -6.1514  1.7153
H  1.7462  -5.7947  3.3419
H  3.0513  -3.4322  1.8448
H  3.7629  -5.0475  2.4241
H  3.3558  -3.8515  3.5936
H  -1.1084  -4.6464  2.3266
H  -2.6942  -3.1166  3.2364
H  -3.2502  -1.1641  4.6633
H  -2.4001  0.0082  3.6721
H  -1.9047  -0.1312  5.2773
H  0.5933  -0.7084  4.5582
H  1.9787  -2.7233  4.6286
S  -3.0873  -0.6578  0.9642
C  -3.4040  0.9659  1.2595
N  -2.5489  2.0181  1.0035
C  -3.2288  3.1748  1.2285
C  -2.6372  4.4502  1.0634
C  -3.2909  5.5422  1.4771
C  -4.4781  5.4422  2.1867
C  -5.0853  4.2062  2.4117
C  -4.4665  3.0999  1.9377
S  -4.7812  1.4155  2.2270
H  -1.6430  4.5378  0.6688
H  -2.8033  6.4660  1.3016
H  -4.8408  6.3274  2.6584
H  -5.9519  4.1033  3.0848
C  -3.5867  -2.0502  -4.3859
C  -2.3821  -2.7021  -4.8311
C  -1.1809  -2.1829  -4.5091
C  -1.1629  -0.9349  -3.7501
C  -2.3406  -0.3406  -3.2936
C  -3.5713  -0.9321  -3.6722
P  0.4249  -0.3400  -3.0834
C  1.4388  -0.2397  -4.5721
C  2.7812  0.0664  -4.3673
C  3.5563  0.4419  -5.4699
C  3.0636  0.3740  -6.7829
C  1.7071  0.1548  -6.9371
C  0.8621  -0.1104  -5.8261
C  0.4377  1.3903  -2.7533
C  -0.2451  2.3649  -3.5624
C  -0.1160  3.7506  -3.2659
C  0.6250  4.1535  -2.1902
C  1.3101  3.2036  -1.3669
C  1.0495  1.8195  -1.5646
H  -4.4817  -2.5388  -4.6949
H  -2.4915  -3.5834  -5.4195
H  -0.1475  -2.4566  -4.8850
H  -2.3366  0.4953  -2.6634
H  -4.5029  -0.5471  -3.2707
H  3.2656  -0.1708  -3.4057
H  4.5970  0.7678  -5.3342
H  3.6963  0.6397  -7.6644
H  1.3396  0.0993  -7.9794
H  -0.1330  0.1573  -5.9661
H  -0.5790  2.1084  -4.5690
H  -0.6121  4.5847  -3.8064
H  0.8778  5.2163  -1.8932
H  1.8333  3.4323  -0.4440
C  4.3831  1.1019  4.3645
C  3.3785  0.1316  4.2433
C  2.7016  0.0147  2.9837
C  2.9852  0.8887  1.9717
C  3.9354  1.8487  2.0896
C  4.6426  2.0536  3.3382
H  4.8760  1.1993  5.3257
H  2.9574  -0.4108  5.0630
H  2.0136  -0.7673  2.6998
H  4.2488  2.3947  1.1985
H  5.2211  2.9533  3.4127

Here are the Mulliken charges for atoms 1 to 8, given in e: atom 1 (Rb): 0.678, atom 2 (C): -1.703, atom 3 (C): 1.209, atom 4 (C): -1.363, atom 5 (C): 0.325, atom 6 (C): -0.856, atom 7 (C): -0.918, atom 8 (C): 1.101